Entry 1:
Molecular formula: C6H10O
Method: DFT, wB97M-V/def2-TZVPD

Geometry as XYZ:
```
17
Properties=species:S:1:pos:R:3:forces:R:3:lowdin_charge:R:1
H -0.1646 -1.2979 -1.5057 -0.1 0.0 0.2 0.137
H -1.7239 0.7490 1.5446 -0.1 0.0 -0.1 0.111
C 2.0161 0.7903 -0.2549 0.0 0.0 0.0 -0.032
C -0.6839 -0.9942 0.7745 -0.2 -0.2 0.2 -0.264
O 0.4941 -0.3932 1.3628 0.0 -0.1 0.0 -0.056
H -2.8104 -0.3480 0.6410 0.2 0.0 0.0 0.108
C -0.1848 -0.6320 -0.6407 0.1 -0.1 -0.1 -0.168
C -1.7929 0.0505 0.7082 -0.1 0.1 0.1 -0.104
C 1.1441 -0.3951 0.0752 0.3 0.0 -0.4 -0.359
H 1.7396 -1.3186 0.0066 0.0 0.1 -0.1 0.144
H 2.8803 0.8556 0.4140 -0.2 0.0 0.0 0.082
H -1.9266 0.4895 -1.4745 0.2 0.0 0.1 0.104
C -1.2092 0.5382 -0.6490 0.0 0.1 -0.1 -0.109
H -0.7745 1.5421 -0.6379 0.0 -0.1 0.0 0.099
H 1.4646 1.7340 -0.2109 0.0 -0.1 0.0 0.074
H 2.3882 0.6486 -1.2767 0.0 0.1 0.1 0.087
H -0.8561 -2.0186 1.1231 0.0 0.2 0.0 0.146
```
Forces are in eV/Å.

- HOMO energy: -9.42 eV
- E_LUMO: 1.1 eV
- Spin multiplicity: 1

=====

Entry 2:
Molecular formula: C6H10O
Method: DFT, wB97M-V/def2-TZVPD

Geometry as XYZ:
```
17
Properties=species:S:1:pos:R:3:forces:R:3:lowdin_charge:R:1
C -0.0509 -1.2095 0.7471 -0.1 0.0 0.0 -0.075
C 0.6556 0.0200 0.3532 -0.1 0.2 0.0 -0.247
C 2.1427 0.2198 0.3600 0.1 0.0 0.0 -0.047
H -2.2316 0.3743 -0.7646 0.1 0.0 0.1 0.117
H -0.7820 -1.2378 -1.9709 0.0 0.0 -0.1 0.038
O -0.1555 2.1947 -0.4273 0.2 0.1 0.0 0.066
H 2.6664 -0.7376 0.2755 -0.1 0.1 0.0 0.076
H -2.1469 -1.7824 0.8723 0.1 0.1 0.0 0.097
H 2.4919 0.6979 1.2844 -0.1 -0.1 -0.1 0.082
H 0.4606 -2.1163 1.0599 -0.1 0.1 0.0 0.107
H -0.7378 -0.8223 -2.5883 0.0 -0.1 0.0 0.061
C -1.6678 0.3511 0.1770 0.0 0.0 0.0 -0.136
H 2.4810 0.8402 -0.4809 -0.1 -0.1 0.1 0.075
H -2.2411 0.9316 0.9114 0.1 -0.1 -0.1 0.133
C -0.2905 0.9187 0.0110 -0.1 -0.4 0.1 -0.325
H 0.7870 2.4058 -0.4698 -0.1 0.0 0.0 0.103
C -1.3810 -1.0481 0.6500 0.1 0.0 0.0 -0.125
```
Forces are in eV/Å.

- HOMO energy: -7.74 eV
- E_LUMO: 0.8 eV
- SMILES: CC1=C(O)CC=C1.[H][H]
- Spin multiplicity: 1